Entry from the Open Molecules 2025 dataset: C52H54BCoF2N4O2PS2 as an isolated structure (ωB97M-V/def2-TZVPD).

LUMO level (spin up / spin down)	0.44 / -0.59	eV
multiplicity	4
orbital gap (spin up / spin down)	6.66 / 7.10	eV
E_tot	-139560.3733	eV
HOMO (spin up / spin down)	-6.222 / -7.690	eV

Geometry as XYZ:
```
119
Properties=species:S:1:pos:R:3:forces:R:3
C -3.745071 -0.921430 -1.860762 0.01 0.02 0.03
C -4.341434 2.830172 -0.469714 -0.04 0.01 -0.04
H 4.561530 3.541442 3.951119 -0.01 0.02 0.02
H 4.342171 0.050010 1.502628 -0.03 -0.03 -0.02
C -0.675174 3.392537 3.576303 0.01 0.02 0.02
H -4.528695 -0.167418 -1.864460 -0.04 0.07 0.01
C 2.961708 -4.432001 -2.593180 0.05 -0.02 -0.04
C 2.253918 3.271270 1.004064 0.00 0.06 -0.05
C -3.369188 1.974357 0.024241 0.03 -0.07 -0.07
N 2.153837 1.950189 1.584615 -0.04 -0.04 -0.06
H -0.303275 -2.127623 -4.134298 -0.03 -0.01 0.00
H -6.076301 -1.439092 -0.676181 -0.01 0.01 -0.01
S 1.139410 -0.512022 1.744128 -0.05 -0.24 -0.04
C -5.304953 -2.115251 -0.327716 0.01 0.02 0.04
H -4.867908 -4.837981 1.614690 0.00 -0.02 0.02
C 6.308399 0.850630 1.816385 0.01 0.00 -0.01
C 2.792682 1.760320 2.875226 -0.01 -0.04 0.10
H -2.286907 -3.032454 -3.625769 0.00 0.01 -0.02
C -4.627693 -4.017913 0.950256 -0.04 0.00 0.01
H -6.374459 3.491151 -0.290792 -0.02 0.01 -0.01
H -0.995971 3.841865 -0.565648 -0.03 -0.07 0.07
C -3.313739 -3.876737 0.518665 0.01 0.00 0.03
C 7.062615 1.844602 2.428918 0.01 0.00 0.00
C 0.747651 2.745322 -2.310692 -0.06 -0.03 -0.02
H 1.555807 2.663982 -3.046845 0.01 -0.01 0.00
C 5.053857 2.786480 3.349504 -0.02 -0.01 0.01
C -5.617004 -3.133311 0.555252 0.00 -0.01 0.01
C -5.893887 1.982577 1.156253 -0.01 0.02 -0.01
H 1.369692 3.867348 1.265483 0.03 0.01 0.01
C -2.016343 -2.332591 2.971844 -0.15 0.19 0.01
C -0.733474 4.536301 -1.352617 0.02 0.01 -0.02
H 6.796431 0.088488 1.223837 0.01 -0.02 -0.02
H -2.790579 -0.422353 -1.737707 0.19 0.10 0.04
C -1.010364 0.700443 4.147197 -0.01 -0.01 -0.01
C -3.043895 -1.204563 2.743575 0.06 0.02 0.05
N 1.343856 -3.030658 -1.438076 -0.07 0.02 0.17
C -0.355261 1.526407 5.047364 0.01 0.03 0.00
H 3.868806 0.000386 -1.933567 0.05 0.03 0.01
H 5.416807 -1.462886 -2.899734 0.03 0.03 0.00
N 1.235981 2.392314 -0.992486 -0.03 -0.08 0.04
H 0.025411 1.111303 5.970256 0.02 -0.02 0.04
C 4.191681 -4.595167 -3.217236 0.02 0.02 0.01
H -3.049160 -3.929626 -2.314600 0.03 -0.01 -0.01
C 3.146953 -0.752784 -1.620549 -0.01 -0.03 -0.05
C 3.499936 -2.089165 -2.197476 0.06 0.05 -0.01
H -1.725920 2.989982 1.759884 0.00 0.00 0.00
C 0.204781 -2.963052 -2.229679 0.08 0.01 -0.17
H -6.882567 1.979433 1.595594 -0.02 0.00 0.01
H 0.319200 3.518555 5.474800 0.02 0.02 0.02
H 2.339212 4.145480 -0.952598 0.00 -0.04 0.01
H -1.991430 6.095100 -0.604183 -0.03 0.02 0.03
F 2.620246 -3.498547 0.514621 0.10 0.10 0.14
O -2.155616 -3.070490 3.927854 -0.06 -0.13 0.16
H -3.867584 -1.635249 2.165915 0.00 0.01 0.00
H 2.147239 -0.442237 -1.924796 0.07 -0.02 -0.03
H -2.393974 1.926814 -0.446308 0.05 0.02 -0.03
H 1.416726 -2.432351 -3.921074 -0.06 0.01 -0.01
P -2.280916 0.093373 1.726384 -0.10 0.05 -0.05
H 0.321109 -3.769418 -4.242866 0.03 -0.02 -0.03
H -1.563141 -4.445186 1.619157 -0.02 -0.09 -0.04
C -3.639524 1.132979 1.100716 0.01 -0.08 0.00
H -5.145401 0.490442 2.493070 0.00 -0.01 0.03
H 1.237702 4.756652 -4.086531 0.02 -0.01 -0.02
C -1.286232 5.805180 -1.371197 -0.01 0.01 -0.01
H -1.113334 -0.351123 4.381264 -0.01 -0.03 0.01
H 4.464427 -5.569770 -3.599592 0.01 -0.04 -0.02
C 1.399966 0.999414 0.971019 0.06 0.02 -0.03
C 0.423122 -2.819726 -3.709077 -0.06 0.06 -0.04
H -2.769755 -5.725242 1.429816 -0.03 -0.03 0.00
H 1.801859 -5.795822 -1.377813 0.01 -0.01 0.01
H 0.254897 7.019544 -4.124266 0.01 0.02 -0.03
C -3.001176 -2.795115 -0.315644 -0.08 0.02 0.06
H 8.137104 1.860897 2.308971 0.04 0.00 0.00
C 4.933513 0.827991 1.971312 0.00 0.01 0.00
C 2.034868 -5.604467 -2.427286 0.01 -0.03 0.00
B 1.444834 -3.539890 -0.091778 0.05 -0.14 -0.19
H -1.664462 -4.613851 -3.172530 0.03 0.00 -0.02
S -0.179002 0.113394 -1.077070 -0.18 0.00 0.02
C -1.517502 1.215153 2.955246 0.01 -0.06 -0.04
Co -0.689055 -1.309800 0.606018 0.19 0.43 0.22
H -4.113022 3.479724 -1.305778 0.00 0.01 0.00
H -1.733681 -5.265254 0.074167 0.00 -0.02 -0.03
C 0.865552 1.256718 -0.319205 -0.06 0.02 -0.05
C 4.727595 -2.293483 -2.820463 -0.03 0.00 -0.03
C 5.071239 -3.531622 -3.334001 -0.02 0.00 0.01
C -1.158858 -3.035446 -1.786620 -0.12 0.01 0.06
C -2.285042 -4.885481 0.935387 -0.04 -0.10 -0.01
O -1.067206 -2.439310 2.105507 0.30 0.08 -0.12
C 2.625440 -3.166586 -2.111294 0.09 0.04 -0.01
H -0.018317 2.022013 -2.589633 0.03 0.03 -0.01
N -1.623279 -2.557537 -0.659336 -0.06 -0.17 -0.18
H -6.629343 -3.251257 0.917725 -0.03 0.00 0.01
H 3.138682 3.764858 1.410611 -0.03 -0.04 -0.03
C 4.294576 1.798039 2.740594 0.00 -0.01 0.01
C 6.434616 2.810650 3.196941 0.02 0.00 0.00
C -0.185140 2.874238 4.766503 -0.01 0.00 0.00
C -2.095494 -3.693321 -2.779823 0.01 -0.07 -0.01
C 0.525212 5.049002 -3.324493 -0.03 -0.02 -0.02
H -3.745763 -1.402562 -2.842307 0.01 0.02 -0.03
H 3.310781 2.666560 -0.772263 -0.02 0.01 0.02
H 1.085022 -5.448838 -2.939619 -0.04 -0.01 0.00
H 2.492907 -6.504499 -2.831807 0.00 -0.02 -0.01
C -0.935309 6.702811 -2.371794 -0.01 0.00 0.01
C -4.913346 1.143085 1.661759 0.00 -0.03 0.01
H -1.364116 7.695186 -2.385262 -0.02 0.03 0.00
H 2.470652 0.797274 3.269262 -0.01 0.08 0.03
H 2.440566 2.533873 3.565066 0.03 0.01 -0.03
H 7.016494 3.585381 3.677386 0.02 0.02 0.02
C -0.028632 6.323004 -3.347135 0.01 -0.01 -0.01
H 6.030044 -3.673085 -3.813857 0.02 0.00 -0.02
C 2.364698 3.153313 -0.498755 0.02 0.05 0.06
H -3.432214 -0.861010 3.703160 0.01 -0.04 -0.04
C -4.004932 -1.941383 -0.791866 0.06 -0.08 0.04
C -1.335024 2.567514 2.678068 -0.01 0.00 -0.05
C -5.608394 2.832326 0.095762 0.01 0.01 0.00
C 0.172808 4.143766 -2.333487 0.02 -0.01 0.00
H 3.135426 -0.796687 -0.529305 -0.04 0.00 0.05
H -0.557433 4.445181 3.350941 0.01 0.03 0.00
F 0.489619 -4.253071 0.460216 -0.21 0.04 0.18
```
Positions in Å, forces in eV/Å.

These are the Mulliken partial charges, in e, on atoms 1 to 2: -1.388, -1.035

Entry from the Open Molecules 2025 dataset: C52H54F6KN6O6S2Sb as an isolated structure (ωB97M-V/def2-TZVPD).

LUMO level	2.61	eV
total charge	-2
orbital gap	2.18	eV
E_tot	-136861.9687	eV
HOMO	0.429	eV

Geometry as XYZ:
```
128
Properties=species:S:1:pos:R:3:forces:R:3
H 4.484627 4.949592 1.025350 0.00 0.00 0.00
C -1.861026 6.192785 0.107042 0.00 0.04 -0.06
O -1.288442 -1.200461 2.428666 -0.22 0.02 0.06
H -0.811747 10.675008 0.826816 0.00 0.00 0.00
O -0.814716 1.312747 -5.238832 -0.02 -0.01 0.04
C 3.324551 -8.323885 1.791893 0.00 -0.01 -0.02
H -4.099064 11.893289 -1.876754 0.00 0.00 0.00
H 0.078755 -2.649513 4.226362 0.01 -0.02 -0.02
H -1.172155 -4.140092 2.776782 0.03 0.02 -0.04
N 2.090366 3.172055 -3.263108 0.05 0.00 0.03
H 1.860538 -5.378232 7.916429 -0.02 0.02 0.03
H 3.752752 -9.233815 1.387400 0.00 0.00 0.01
F -2.153585 -1.278476 -5.912706 -0.02 -0.02 -0.04
H -1.480054 -6.563666 2.207770 0.00 -0.01 0.00
O 2.898969 -1.122850 -4.232468 -0.04 0.01 -0.05
H -1.443501 -0.830011 1.550682 0.05 0.01 -0.01
H 1.635798 3.890947 -5.189580 0.00 -0.02 0.00
C -0.387310 1.939095 0.745948 -0.06 -0.02 -0.16
C 1.435593 -4.782774 7.112347 0.03 -0.04 -0.07
H -0.724095 -6.535316 -0.416751 0.00 0.00 0.00
H 0.859053 3.873754 -1.723350 0.01 -0.04 0.02
H -3.741435 -4.377648 -1.452718 0.00 0.01 0.00
C -1.994252 -0.913455 -4.637642 0.04 0.05 0.02
C 3.160641 1.594758 -0.655310 -0.15 0.04 -0.05
C -0.168961 -5.624433 -0.186456 -0.04 0.00 0.03
O 0.997637 -2.495224 -3.466585 -0.05 0.04 0.12
O -0.277608 0.293970 -3.050116 -0.08 0.02 -0.26
H 0.300476 3.076365 -4.351608 0.02 0.00 0.00
C 4.262129 1.648307 0.226803 0.05 0.04 0.01
H -4.625215 0.851123 -2.205013 0.01 0.00 0.00
H -4.257926 -6.838234 -1.422120 0.00 0.01 0.00
H -4.099898 3.247145 -1.715036 0.01 0.01 0.01
F 0.694031 -3.355034 -6.305584 -0.02 0.00 -0.02
H -3.084827 -0.915570 -1.321609 -0.04 -0.01 0.00
H -0.497426 -2.085364 6.503383 0.01 -0.01 0.04
C -3.381635 -4.994117 -0.623743 0.03 0.03 0.04
H 0.354633 -3.447478 8.427921 0.01 -0.01 0.00
C 0.609007 -3.703301 7.405405 -0.02 0.02 0.07
N 0.376677 0.893427 1.058670 -0.01 -0.12 0.14
C 0.852779 -5.307552 -1.270134 0.00 0.01 -0.02
F 2.371835 -2.152671 -6.961813 0.00 -0.01 -0.03
C -2.331673 -5.932430 2.470270 0.00 -0.02 -0.01
H 2.443995 -5.941062 5.660660 0.01 -0.01 -0.07
H 1.422262 -4.417079 -0.994087 0.00 -0.01 0.01
C 4.740228 2.814145 0.814939 0.03 -0.05 0.00
H -4.012412 13.275598 -0.763028 0.01 0.00 0.01
C -1.972052 4.077909 -0.177611 0.01 -0.13 0.02
H 5.592572 2.771514 1.487537 0.00 0.01 0.00
C 1.344153 -3.672799 2.332065 -0.11 0.00 0.11
C -1.227965 8.587277 0.530401 0.04 -0.08 0.03
K 1.083768 -1.107690 -0.768781 -0.05 -0.14 0.05
H -4.934568 11.826816 -0.304824 0.00 0.00 0.00
N -0.856162 5.642958 0.855869 0.01 0.00 0.12
C 0.929757 3.375615 2.145857 0.10 0.07 0.04
H -2.576021 -6.573243 -1.879602 0.00 0.00 0.00
H 3.942581 -7.064505 0.155947 0.00 -0.02 0.00
N -2.546562 5.276228 -0.531088 -0.06 0.04 -0.02
C -0.926341 4.279708 0.690818 0.05 -0.01 -0.01
H 2.489793 -9.253947 3.542357 0.02 -0.01 -0.02
C 2.628355 -8.324634 2.996024 -0.02 0.02 0.05
H -2.867656 -3.818830 2.459163 0.00 -0.03 0.02
S 1.603840 -1.687712 -4.482673 0.16 -0.07 -0.10
C 1.581068 -4.685148 3.317713 0.03 -0.04 0.02
C 1.654577 2.273544 2.519802 0.00 -0.03 0.01
H 0.788696 4.719017 -3.851757 0.02 0.00 0.02
H 0.833071 2.107108 -1.932461 0.09 -0.07 -0.08
H 2.852894 3.828425 -3.094612 0.00 0.00 0.00
C -2.029040 -4.466863 2.190276 -0.04 0.04 0.02
C 2.873519 -5.952044 1.617932 -0.01 0.00 0.02
H 1.492499 -7.248321 4.425037 -0.02 0.04 0.02
C 2.180344 -5.914365 2.859979 0.01 0.05 -0.05
F -1.912267 -1.999314 -3.885625 0.01 -0.02 0.01
N -1.825976 0.401371 -0.417236 -0.01 0.10 0.14
C -0.112714 3.229356 1.225260 -0.10 -0.01 -0.08
C -3.295395 -6.449321 -1.065822 0.00 -0.05 0.00
H 1.178316 4.351245 2.550053 -0.02 0.01 -0.01
C -2.902869 0.135985 -1.124009 0.10 0.03 -0.07
H -0.230519 6.129708 1.471620 0.00 0.00 -0.01
H 4.781106 0.724814 0.477023 -0.02 -0.01 0.00
N 0.634698 -0.659579 -5.203894 0.01 0.07 -0.05
H 1.566402 -6.128005 -1.396507 -0.01 0.01 0.00
H 3.424610 2.171452 -4.559907 -0.01 0.01 0.01
C 4.128457 4.038178 0.557948 -0.04 0.04 -0.01
C 0.455039 -3.272438 5.026734 0.00 0.02 0.03
C 1.138192 3.760280 -4.230029 -0.06 0.01 -0.05
C 3.424853 -7.110245 1.109926 0.00 0.03 0.01
C -3.283676 8.085169 -0.574927 -0.05 -0.06 -0.03
C -4.044972 12.191236 -0.826049 -0.02 -0.01 -0.01
C 2.702955 1.912921 -3.786289 0.03 0.00 -0.05
H 2.946563 -5.027405 1.057771 0.00 0.00 0.01
C 0.137630 -2.949370 6.330616 0.00 0.00 -0.09
C -1.501001 9.936453 0.439128 -0.03 0.08 -0.01
H 1.928945 0.143880 2.142060 0.01 0.01 0.03
H -3.203370 -6.292026 1.914246 0.01 0.01 0.01
C 1.260640 -4.396555 4.690436 -0.02 0.01 -0.10
S -0.486531 0.140522 -4.471450 -0.03 -0.05 0.19
C -3.570569 9.437979 -0.679332 0.03 0.05 0.02
C 3.039763 4.058012 -0.298112 0.00 -0.01 -0.06
C 1.476364 2.983216 -1.881207 -0.15 0.12 0.05
C -2.346513 2.745639 -0.578842 0.05 0.11 0.03
C -2.116620 7.634585 0.028431 0.02 0.04 0.01
C -1.547587 1.684429 -0.127493 0.08 -0.05 0.09
H 0.333144 -5.769489 0.770377 0.00 0.02 0.00
H -2.963411 -7.097546 -0.252285 0.00 0.00 -0.01
H 0.381132 -5.113533 -2.238429 0.01 -0.01 0.00
H -3.973503 7.350600 -0.968713 0.01 0.00 0.00
F 2.686287 -3.788889 -5.582570 0.02 -0.02 0.02
H -4.105478 -4.878079 0.190701 -0.04 -0.03 -0.04
C 2.587042 2.864074 -0.881067 0.16 -0.02 0.11
H 2.465435 2.350508 3.230056 0.01 -0.01 -0.01
F -3.074028 -0.214087 -4.268658 -0.01 -0.01 -0.02
H 2.525155 4.999778 -0.498692 0.01 0.00 0.01
C 1.359521 1.041974 1.920689 -0.08 -0.02 -0.03
H -4.490110 9.745511 -1.155359 0.00 0.00 0.00
H -0.514911 -1.782724 2.264450 0.12 -0.02 -0.05
C -3.759852 1.128543 -1.618606 0.02 -0.01 0.02
Sb -1.543275 -3.993333 0.145761 0.08 0.03 -0.01
H 1.916112 1.307000 -4.217939 0.01 0.00 0.02
C -2.676049 10.371977 -0.167379 0.00 -0.08 -0.02
C 1.080227 -2.828937 1.464546 0.14 0.11 -0.09
C 2.074310 -7.166683 3.517894 0.02 -0.08 -0.02
H -2.530013 -6.090890 3.535358 0.00 0.00 0.00
H -0.296061 8.282207 0.992033 0.00 -0.01 -0.01
C 1.848423 -2.810481 -5.922848 -0.01 0.00 0.03
C -3.470764 2.443868 -1.352185 -0.08 -0.02 -0.07
C 1.755828 -5.121788 5.807692 -0.02 0.02 0.13
H 3.168629 1.385892 -2.951627 -0.02 -0.01 0.01
O -2.861228 11.721979 -0.216476 0.01 0.06 0.01
```
Positions in Å, forces in eV/Å.

These are the Mulliken partial charges, in e, on atoms 1 to 2: 0.391, 0.159

In Eh/bohr, the max |F| values for the records above are, in order, 0.010; 0.005.